A cluster of 2 separate species, C4H4N2 in total in a non-equilibrium geometry, computed with ωB97M-V/def2-TZVPD.

CARTESIAN COORDINATES (ANGSTROEM)
C -0.127 -1.210 -0.362
C -1.135 -0.767 -0.940
N -1.550 1.340 -0.399
N -0.931 1.826 0.400
C 1.017 0.919 0.941
C 1.205 -0.165 0.361
H 0.295 -2.179 -0.148
H -2.046 -0.761 -1.496
H 1.228 1.804 1.498
H 2.045 -0.806 0.146

## Properties
HOMO energy in eV: -7.85

Results of the natural (NBO) charge analysis, in e, for atoms 1 through 5:
1 C -0.2930
2 C -0.1609
3 N -0.0341
4 N -0.0340
5 C -0.1608



A cluster of 2 separate species, C4H4N2 in total, computed with ωB97M-V/def2-TZVPD.

CARTESIAN COORDINATES (ANGSTROEM)
C 0.955 -0.637 -0.275
C 0.087 -0.127 0.508
N -0.890 0.643 0.702
C -1.114 1.189 -0.544
N -0.402 0.893 -1.613
C 0.608 0.006 -1.498
H 0.938 -1.790 2.550
H 0.590 -1.881 3.201
H -1.931 1.900 -0.616
H 1.157 -0.195 -2.416

## Properties
HOMO energy in eV: -10.11

Results of the natural (NBO) charge analysis, in e, for atoms 1 through 5:
1 C -0.2669
2 C 0.4365
3 N -0.4453
4 C 0.2361
5 N -0.4457



An isolated molecule of C4H4N2O in a non-equilibrium geometry, computed with ωB97M-V/def2-TZVPD.

CARTESIAN COORDINATES (ANGSTROEM)
C -0.266 0.230 -0.130
C 1.281 0.543 -0.120
C -1.018 -0.494 0.825
C -0.424 -1.062 1.922
H 0.399 0.821 -1.936
H -1.258 0.101 -2.159
H 1.648 0.792 -1.192
H -2.101 -0.505 0.664
N -0.483 0.406 -1.521
N 0.073 -1.581 2.826
O 2.149 0.749 0.822

## Properties
HOMO energy in eV: -9.09

Results of the natural (NBO) charge analysis, in e, for atoms 1 through 5:
1 C 0.1717
2 C 0.3809
3 C -0.4042
4 C 0.2364
5 H 0.3866



An isolated molecule of C4H4N2O in a non-equilibrium geometry, computed with ωB97M-V/def2-TZVPD.

CARTESIAN COORDINATES (ANGSTROEM)
C 0.605 1.441 0.663
C 1.209 0.345 0.187
C 0.585 -0.913 -0.246
C -0.907 -0.723 -0.605
H -1.460 1.013 0.857
H -0.923 2.585 1.368
H 1.212 2.332 0.993
H 2.304 0.373 0.225
N -0.763 1.737 0.807
N -2.010 -0.520 -0.771
O 1.166 -1.965 -0.461

## Properties
HOMO energy in eV: -9.52

Results of the natural (NBO) charge analysis, in e, for atoms 1 through 5:
1 C 0.1169
2 C -0.4481
3 C 0.4711
4 C 0.1849
5 H 0.4126



LUMO level (eV)
0.22; -0.17; -1.10; -0.38
Energy above the lowest of the compared OMol25 structures with the same formula, charge and spin (kJ/mol)
565.89; 425.92; 298.15; 128.68
Gap between HOMO and LUMO (eV)
8.07; 9.94; 8.00; 9.14